Record 1
Here is a 12-piece molecular cluster, C36H93N21O12 overall at a distorted geometry from OMol25. Energies are from wB97M-V/def2-TZVPD.

Geometry as XYZ:
```
162
Properties=species:S:1:pos:R:3:lowdin_charge:R:1
C -1.83 -1.59 1.62 -0.0194
C -1.34 -0.90 0.29 -0.4616
C 0.14 -1.29 0.08 -0.0131
C -2.21 -1.57 -0.73 -0.1791
C -2.33 -0.83 -2.03 -0.1786
C -2.47 0.69 -1.90 -0.1396
C -1.59 1.44 -0.87 -0.4399
C -0.13 1.70 -1.44 -0.0214
C -2.32 2.72 -0.57 -0.0630
N -1.59 0.56 0.36 -0.0652
O -0.94 1.25 1.42 -0.0190
H -1.61 -2.66 1.65 0.0898
H -1.22 -1.17 2.42 0.0585
H -2.89 -1.50 1.84 0.0478
H 0.70 -0.64 -0.59 0.0599
H 0.60 -1.15 1.06 0.0836
H 0.26 -2.28 -0.35 0.0804
H -1.98 -2.63 -0.83 0.1023
H -3.25 -1.67 -0.43 0.1005
H -1.43 -1.05 -2.62 0.1118
H -3.20 -1.20 -2.57 0.1009
H -3.51 0.92 -1.65 0.0782
H -2.40 1.03 -2.93 0.1189
H -0.12 2.26 -2.37 0.0702
H 0.33 0.86 -1.97 0.0634
H 0.61 2.11 -0.76 0.0794
H -2.37 3.40 -1.42 0.0770
H -1.69 3.36 0.06 0.0708
H -3.25 2.66 -0.01 0.0881
H -1.61 1.72 1.91 0.0596
C 6.69 3.21 -2.46 -0.0349
C 5.88 4.08 -1.49 -0.4666
C 6.10 3.47 -0.04 -0.0228
C 6.35 5.53 -1.50 -0.1500
C 5.86 6.57 -2.48 -0.1803
C 4.36 6.44 -2.58 -0.1952
C 3.78 5.05 -2.75 -0.4818
C 2.29 5.27 -2.53 -0.0502
C 3.95 4.66 -4.26 -0.0187
N 4.39 4.09 -1.78 -0.1093
O 3.89 2.87 -2.06 -0.0149
H 6.42 2.15 -2.40 0.0801
H 6.57 3.70 -3.43 0.0775
H 7.72 3.14 -2.12 0.0806
H 5.69 4.12 0.73 0.0783
H 5.71 2.45 -0.05 0.0710
H 7.18 3.38 0.08 0.0789
H 6.43 5.83 -0.45 0.1100
H 7.41 5.56 -1.74 0.1135
H 6.25 7.57 -2.26 0.1204
H 6.20 6.32 -3.48 0.1090
H 4.11 7.27 -3.24 0.1225
H 3.99 6.91 -1.67 0.1132
H 1.86 4.27 -2.61 0.0625
H 1.77 5.88 -3.28 0.0945
H 2.07 5.55 -1.50 0.0829
H 4.06 5.51 -4.93 0.0829
H 3.00 4.27 -4.62 0.0679
H 4.64 3.84 -4.46 0.0711
H 3.69 2.49 -1.20 0.1057
C 2.94 -3.45 0.40 -0.0374
C 4.33 -3.49 1.12 -0.4733
C 4.42 -2.24 2.04 -0.0404
C 4.20 -4.79 1.99 -0.1253
C 4.57 -6.15 1.24 -0.1366
C 6.00 -5.89 0.68 -0.1477
C 6.09 -4.70 -0.38 -0.4257
C 7.49 -4.51 -0.80 -0.0678
C 5.07 -5.23 -1.62 -0.0006
N 5.54 -3.48 0.30 -0.1042
O 5.70 -2.35 -0.56 -0.0205
H 2.12 -3.30 1.11 0.0741
H 2.82 -2.66 -0.34 0.0737
H 2.74 -4.40 -0.09 0.0594
H 4.31 -1.32 1.47 0.0718
H 3.60 -2.35 2.75 0.0668
H 5.36 -2.11 2.59 0.0792
H 4.77 -4.61 2.90 0.1065
H 3.22 -4.96 2.45 0.1132
H 4.58 -6.95 1.97 0.1041
H 3.86 -6.30 0.43 0.0840
H 6.54 -6.79 0.40 0.1038
H 6.69 -5.63 1.49 0.1065
H 7.99 -5.45 -1.02 0.0847
H 8.10 -3.93 -0.10 0.0900
H 7.69 -4.03 -1.76 0.0806
H 5.57 -6.05 -2.14 0.0718
H 5.00 -4.34 -2.24 0.0599
H 4.01 -5.32 -1.42 0.0424
H 6.52 -1.92 -0.32 0.0941
N 0.14 0.11 4.88 0.1768
C 0.52 -1.12 4.88 -0.6826
N 1.89 -1.08 4.97 0.1138
O -0.12 -2.21 4.92 -0.0144
H 0.82 0.85 4.98 0.1102
H -0.86 0.29 4.93 0.0352
H 2.10 -1.97 5.41 0.0996
H 2.45 -0.25 4.87 0.0930
N -6.32 -5.67 -0.30 0.1649
C -6.06 -4.39 0.00 -0.7944
N -5.46 -4.13 1.14 0.1934
O -6.37 -3.51 -0.73 0.0221
H -6.35 -6.21 0.55 0.0972
H -7.00 -5.91 -1.02 0.1087
H -5.21 -3.15 1.24 0.0896
H -5.56 -4.85 1.84 0.1150
N -5.71 -0.07 0.39 0.2186
C -5.86 -0.31 1.61 -0.8350
N -6.90 0.30 2.09 0.1859
O -5.17 -1.00 2.30 0.0267
H -4.82 -0.25 -0.05 0.1023
H -6.37 0.48 -0.15 0.1193
H -6.86 0.23 3.10 0.1273
H -7.58 0.83 1.55 0.1194
N -2.13 -7.26 -0.14 0.1870
C -2.39 -6.24 0.59 -0.8871
N -2.27 -5.14 -0.01 0.1822
O -2.90 -6.29 1.65 0.0483
H -1.96 -7.02 -1.10 0.0809
H -1.85 -8.21 0.07 0.1201
H -2.69 -4.32 0.42 0.0904
H -1.83 -4.96 -0.89 0.0717
N -6.47 6.10 1.23 0.1689
C -5.64 5.39 1.92 -0.7602
N -4.52 5.23 1.24 0.1407
O -5.82 4.91 3.05 0.0197
H -7.41 5.85 1.50 0.1273
H -6.16 6.54 0.38 0.1152
H -4.25 5.78 0.44 0.1123
H -3.89 4.66 1.80 0.0559
N -3.06 -0.92 4.23 0.1881
C -3.07 0.32 4.64 -0.7283
N -3.82 1.20 3.96 0.1953
O -2.33 0.63 5.54 0.0116
H -2.51 -1.54 4.81 0.1131
H -3.81 -1.33 3.70 0.0740
H -4.07 2.12 4.28 0.1067
H -4.13 1.06 3.01 0.0855
N -1.55 -4.73 -4.82 0.1787
C -2.24 -4.75 -3.71 -0.8108
N -3.21 -3.97 -3.73 0.1972
O -2.03 -5.46 -2.76 0.0361
H -1.71 -4.02 -5.52 0.1103
H -0.74 -5.31 -5.00 0.1230
H -3.90 -4.03 -3.00 0.1391
H -3.51 -3.65 -4.64 0.1264
N -1.87 5.74 2.27 0.1743
C -1.57 4.57 2.75 -0.7725
N -0.36 4.45 3.12 0.2014
O -2.44 3.71 2.91 0.0023
H -1.11 6.34 2.00 0.1172
H -2.82 6.09 2.25 0.1006
H -0.10 3.61 3.63 0.1311
H 0.39 5.10 2.94 0.1245
N -6.67 2.46 -2.66 0.1429
C -6.14 3.67 -2.73 -0.7210
N -4.86 3.54 -2.53 0.1648
O -6.78 4.75 -2.71 -0.0053
H -7.67 2.48 -2.84 0.1137
H -6.20 1.60 -2.89 0.1057
H -4.47 2.61 -2.51 0.0743
H -4.30 4.33 -2.23 0.1082
```

The calculation puts the relative energy (zero: lowest compared OMol25 entry of this formula, charge and spin) at 198.04 kcal/mol. The value obtained for the frontier orbital gap is 0.2908 hartree. As for the charge: 0. For the total energy, the calculation gives -3480.1766 Eh. The max |F| comes out at 0.1667 hartree/bohr. Its lowest unoccupied orbital energy is -0.05 eV.

---

Record 2
Here is a 2-piece molecular cluster, C3H3NO2 overall at a distorted geometry from OMol25. Energies are from wB97M-V/def2-TZVPD.

Geometry as XYZ:
```
9
Properties=species:S:1:pos:R:3:nbo_charge:R:1
C -1.32 0.20 0.10 0.1849
C 1.03 1.01 -0.18 0.4583
C -0.17 -0.56 0.41 -0.0518
N -2.04 1.07 -0.18 -0.3236
O 2.13 0.74 -0.60 -0.4584
O 0.10 -1.82 -0.13 -0.6748
H 0.59 1.93 0.02 0.1461
H 0.09 -0.50 1.48 0.2230
H -0.42 -2.07 -0.91 0.4965
```

The calculation puts the relative energy (zero: lowest compared OMol25 entry of this formula, charge and spin) at 82.90 kcal/mol. The value obtained for the frontier orbital gap is 0.3471 hartree. As for the charge: 0. For the total energy, the calculation gives -321.2455 Eh. The max |F| comes out at 0.1247 hartree/bohr. Its lowest unoccupied orbital energy is 0.29 eV.

---

Record 3
Here is a 18-piece molecular cluster, H36O18 overall at a distorted geometry from OMol25. Energies are from wB97M-V/def2-TZVPD.

Geometry as XYZ:
```
54
Properties=species:S:1:pos:R:3:nbo_charge:R:1
O 0.37 -1.73 -1.65 -0.9749
H -0.52 -2.08 -1.45 0.5023
H 0.85 -2.49 -1.32 0.4600
O -1.57 -3.66 -1.97 -0.9854
H -2.11 -3.65 -2.76 0.4645
H -2.06 -3.03 -1.36 0.4916
O -1.06 -1.12 -4.23 -0.9589
H -0.89 -2.03 -3.95 0.4765
H -0.73 -0.65 -3.45 0.4963
O -2.62 -1.49 -1.53 -1.0376
H -2.94 -1.19 -0.68 0.5309
H -2.89 -1.29 -2.42 0.5227
O -2.07 2.51 -2.97 -0.9876
H -1.34 3.12 -3.06 0.4862
H -1.93 1.62 -2.69 0.4983
O 1.37 -2.15 -5.02 -0.9509
H 0.80 -1.59 -4.45 0.4729
H 0.96 -1.87 -5.84 0.4627
O -2.10 3.42 1.09 -0.9646
H -2.20 4.35 0.85 0.4903
H -2.12 3.28 2.04 0.4852
O 3.00 0.80 1.95 -0.9810
H 3.16 0.56 1.05 0.5026
H 3.63 0.37 2.53 0.4807
O 3.84 2.06 -2.82 -0.9346
H 3.10 1.63 -2.37 0.4729
H 4.54 1.99 -2.16 0.4625
O 3.38 -2.81 2.13 -0.9438
H 3.47 -3.05 1.21 0.4697
H 4.25 -2.99 2.51 0.4747
O -1.53 -0.82 4.41 -0.9557
H -1.75 -1.55 3.81 0.4843
H -2.34 -0.30 4.34 0.4834
O -3.58 -0.56 0.89 -0.9783
H -3.13 0.21 1.26 0.5179
H -4.45 -0.37 0.53 0.4885
O -0.49 0.85 -1.28 -1.0091
H -0.52 1.80 -1.10 0.5046
H -0.57 0.25 -0.56 0.4929
O -1.02 1.04 2.01 -0.9948
H -0.69 1.88 1.69 0.4808
H -0.61 0.95 2.88 0.4965
O 0.51 -1.21 6.01 -0.9473
H 0.68 -1.52 5.11 0.4545
H -0.47 -1.25 5.87 0.4823
O 0.41 3.40 -0.31 -0.9833
H -0.09 3.52 0.49 0.4922
H 1.19 2.85 -0.31 0.4970
O 2.29 -0.23 -0.41 -0.9558
H 2.06 -0.67 0.42 0.4727
H 2.16 -1.01 -0.97 0.4908
O 0.99 1.92 3.32 -0.9803
H 0.67 1.93 4.22 0.4739
H 1.69 1.27 3.20 0.5083
```

The calculation puts the relative energy (zero: lowest compared OMol25 entry of this formula, charge and spin) at 91.93 kcal/mol. The value obtained for the frontier orbital gap is 0.3789 hartree. As for the charge: 0. For the total energy, the calculation gives -1375.8404 Eh. The max |F| comes out at 0.0502 hartree/bohr. Its lowest unoccupied orbital energy is -0.27 eV.